The following is a DFT calculation (wB97M-V/def2-TZVPD) of a 2-piece molecular cluster, C11H16NO3 overall in a non-equilibrium geometry.

Kohn-Sham gap   7.2 eV
Net charge   -1
HOMO level   -3.980 eV
ΔE to the lowest compared entry with this formula, charge and spin   0.355 eV
Electronic energy   -19298.1412 eV
Lowest unoccupied orbital energy   3.262 eV
F_max   0.070 Eh/bohr

Each line ends with the natural charge from an NBO analysis.
CARTESIAN COORDINATES (ANGSTROEM)
C: 1.5062 2.1614 -0.6417  -0.3185
C: 1.4078 0.8022 -1.0561  -0.3623
C: -2.9358 -0.5130 -0.1228  0.8818
C: -1.4109 2.9984 0.0897  -0.6062
C: 1.2679 2.1877 0.7005  0.0867
C: -1.6204 1.7344 -0.3348  0.0466
C: 1.0809 0.0449 0.0425  0.3827
C: 0.0415 -1.8567 -1.1350  -0.6292
C: 0.0148 -1.6539 1.3714  -0.6032
C: 2.3311 -1.9248 0.0748  -0.5965
C: 0.8453 -1.4331 0.1234  -0.1107
N: -2.3140 0.7625 0.3890  -0.7266
O: -3.5589 -1.0831 0.7696  -0.7818
O: -2.7870 -0.8489 -1.2921  -0.7787
O: 1.0230 0.8701 1.1737  -0.4691
H: 1.7432 3.0980 -1.1121  0.2177
H: 1.5425 0.4890 -2.0116  0.2142
H: -2.0080 3.4538 0.8803  0.1931
H: -0.7631 3.5332 -0.5220  0.1885
H: 1.0857 2.8394 1.5120  0.2034
H: -1.1541 1.1495 -1.1870  0.2230
H: 0.1129 -2.9031 -0.9961  0.1883
H: 0.5693 -1.6474 -2.0055  0.1874
H: -1.0507 -1.6083 -1.1851  0.2984
H: -0.0969 -0.7386 1.8256  0.2336
H: -0.8811 -1.9516 0.9165  0.2421
H: 0.4618 -2.4427 2.0579  0.1858
H: 3.1284 -1.4574 0.7204  0.2128
H: 2.7933 -1.8683 -0.9215  0.2099
H: 2.2706 -2.9924 0.5237  0.1920
H: -2.6455 0.7988 1.3523  0.3946